DFT (ωB97M-V/def2-TZVPD) results for the molecule C5H8O.

Geometry (Å):
O (1.65870, -0.99245, -0.49015)
C (-0.49216, -0.19936, 1.03835)
C (-0.29641, 0.79258, -0.91688)
C (1.72292, -0.11112, 0.50502)
C (-1.19257, -0.32471, -0.33739)
C (0.54034, 0.79067, 0.38336)
H (-1.08488, 0.20158, 1.86181)
H (-1.04520, -1.29575, -0.81774)
H (0.26997, 0.54412, -1.81895)
H (-0.83320, 1.73094, -1.08651)
H (-2.26151, -0.09710, -0.32400)
H (0.00678, -1.10126, 1.41160)
H (2.30676, -1.68320, -0.30032)
H (0.70049, 1.74506, 0.89182)

The spin multiplicity is 1. The HOMO-LUMO gap comes out at 9.3 eV. The calculation puts the energy above the lowest of the compared OMol25 structures with the same formula, charge and spin at 79.42 kcal per mole. As for the electronic energy: -7358.81133 eV. The maximum force comes out at 0.00732 Eh/bohr.

Partial charges, natural (NBO), in e:
1 O -0.69
2 C -0.38
3 C -0.41
4 C 0.26
5 C -0.40
6 C -0.38
7 H 0.22
8 H 0.21
9 H 0.21
10 H 0.21
11 H 0.21
12 H 0.21
13 H 0.50
14 H 0.22